# C28H35N3S2

A 2-piece molecular cluster, C28H35N3S2 overall (wB97M-V/def2-TZVPD, the OMol25 dataset).

Each line ends with the Löwdin charge.
Atoms and positions in Å:
C -1.310133 0.589583 4.567007  -0.156
N -0.301342 1.452450 3.975093  -0.327
C 1.069483 1.266987 4.415776  -0.154
C -0.678876 2.607744 3.313942  -1.407
S -2.324818 2.866381 3.066524  0.393
S 0.548600 3.623869 2.775170  0.396
H -2.124529 0.410706 3.850478  0.015
H -0.828241 -0.366076 4.793509  0.061
H -1.734733 1.009985 5.491637  0.083
H 1.763209 1.491159 3.595846  0.031
H 1.324242 1.897790 5.279265  0.083
H 1.176901 0.217991 4.699513  0.062
C 1.960167 4.510591 -4.674025  -0.163
C 2.624177 3.327149 -5.350674  -0.161
N 2.731738 2.210267 -4.440089  -0.069
C 3.769273 1.271164 -4.800116  -0.163
C 4.091273 0.350042 -3.640261  -0.161
C 2.812198 -0.356029 -3.188382  -0.145
C 1.682769 0.597888 -2.962595  -0.131
C 1.706363 1.873523 -3.603181  -0.073
C 0.644005 2.797593 -3.357398  -0.130
C -0.340549 2.469273 -2.448781  0.050
C -0.370744 1.210060 -1.767576  -0.180
C -1.352173 0.985700 -0.774351  0.099
C -1.427188 -0.100650 0.131344  -0.180
C -2.669940 -0.397898 0.773059  0.042
C -2.837612 -1.497765 1.590451  -0.137
C -1.739817 -2.387301 1.796511  -0.073
N -1.880516 -3.475786 2.611407  -0.064
C -2.995759 -3.586459 3.524743  -0.158
C -4.283926 -3.147967 2.855355  -0.162
C -4.148744 -1.738643 2.275623  -0.137
C -0.755464 -4.306936 2.975558  -0.162
C 0.222485 -4.432053 1.823901  -0.163
C 0.665272 -3.038492 1.376642  -0.143
C -0.482755 -2.099922 1.186608  -0.129
C -0.319819 -0.929078 0.471265  0.037
C 0.603119 0.246440 -2.173018  0.034
C 0.607394 4.106583 -4.087500  -0.141
H 2.604834 4.884318 -3.869835  0.126
H 1.836685 5.313762 -5.404534  0.117
H 2.046448 3.028917 -6.246566  0.140
H 3.638728 3.578422 -5.681668  0.123
H 3.447054 0.677457 -5.676200  0.139
H 4.649207 1.850790 -5.103451  0.125
H 4.842332 -0.378889 -3.955807  0.117
H 4.510107 0.928329 -2.806293  0.129
H 2.517677 -1.095691 -3.950710  0.129
H 3.007772 -0.908034 -2.261355  0.120
H -1.118561 3.199045 -2.216110  0.137
H -2.161851 1.709343 -0.721224  0.133
H -3.519615 0.260640 0.585954  0.133
H -3.053829 -4.634531 3.841352  0.122
H -2.806806 -2.978290 4.431027  0.142
H -4.529565 -3.843738 2.044151  0.121
H -5.097064 -3.186621 3.585250  0.117
H -4.280052 -0.994889 3.079907  0.130
H -4.967168 -1.566630 1.564333  0.124
H -0.245675 -3.881127 3.860507  0.141
H -1.151185 -5.286976 3.267103  0.124
H 1.084821 -5.022751 2.144846  0.117
H -0.252375 -4.955333 0.983789  0.124
H 1.356747 -2.617708 2.125078  0.132
H 1.224768 -3.118702 0.436266  0.119
H 0.683620 -0.643306 0.146785  0.127
H 0.509909 -0.790418 -1.843258  0.120
H 0.259834 4.890611 -3.404262  0.126
H -0.131790 4.052137 -4.903351  0.129

Forces on atoms 1 to 2 (eV/Å):
0.15 -0.22 -0.15
-0.28 0.20 0.00

Computed properties:
- Charge: 0
- LUMO: -1.851 eV
- Multiplicity: 1

***

# C28H35N4O4

A 2-piece molecular cluster, C28H35N4O4 overall in a non-equilibrium geometry (wB97M-V/def2-TZVPD, the OMol25 dataset).

Each line ends with the Löwdin charge.
Atoms and positions in Å:
C 1.024145 -3.940121 0.185185  -0.026
O 0.102503 -3.221601 1.028528  -0.084
C -1.225309 -3.423925 0.902193  -0.224
C -1.860253 -4.263939 -0.028708  0.004
C -3.257230 -4.311386 -0.042762  -0.048
C -4.038240 -3.568482 0.843371  0.000
C -3.395493 -2.750883 1.790834  -0.214
O -3.982079 -1.990967 2.744346  -0.088
C -5.421643 -1.953380 2.870375  -0.030
C -2.007199 -2.677749 1.780838  -0.077
N -1.369714 -1.876369 2.777231  0.096
C -0.432777 -0.914004 2.576742  -0.072
C -0.218493 -0.296881 1.271109  -0.267
C 0.826943 0.744261 1.214850  -0.060
C 1.897098 0.590694 0.409072  -0.028
C 3.046677 1.472508 0.413411  -0.221
C 4.290530 1.058510 -0.123470  -0.019
C 5.421302 1.861449 -0.006524  -0.066
C 5.337165 3.103542 0.644116  -0.068
C 4.110459 3.537819 1.158285  -0.071
C 2.974272 2.735023 1.042137  -0.032
O -0.878791 -0.657771 0.278059  0.135
N 0.071317 -0.608380 3.796770  -0.023
C 1.135025 0.315980 4.123378  0.010
C -0.597937 -1.339368 4.769913  0.021
C -1.486782 -2.131577 4.141136  0.048
H 2.003739 -3.745404 0.623076  0.097
H 0.815229 -5.020022 0.182820  0.100
H 0.985670 -3.552620 -0.842383  0.103
H -1.248349 -4.845465 -0.722048  0.114
H -3.753305 -4.958979 -0.764977  0.118
H -5.129549 -3.602429 0.833654  0.114
H -5.589726 -1.269978 3.703775  0.097
H -5.892964 -1.564750 1.955618  0.103
H -5.830341 -2.945745 3.107018  0.102
H 0.666508 1.605153 1.868052  0.109
H 1.976224 -0.327655 -0.175457  0.133
H 4.349492 0.086648 -0.618554  0.118
H 6.376690 1.528548 -0.419411  0.111
H 6.225593 3.726617 0.748013  0.109
H 4.031945 4.508112 1.654294  0.109
H 2.022362 3.082616 1.450901  0.106
H 1.420826 0.129352 5.166049  0.106
H 2.010741 0.153331 3.483937  0.111
H 0.796168 1.357605 4.045413  0.109
H -0.360836 -1.213774 5.812486  0.139
H -2.198729 -2.847253 4.515662  0.151
C 1.212045 -0.806139 -4.188883  -0.047
N 0.174531 0.085915 -3.723401  -0.146
C -1.125054 -0.034516 -4.372968  -0.043
C 0.545690 1.065513 -2.861390  -0.405
C -0.530665 2.080608 -2.451099  -0.272
C -0.904261 3.085992 -3.573637  -0.111
C -0.466404 4.467459 -3.056156  -0.140
C -0.061194 4.264502 -1.573268  -0.214
N -0.018007 2.862463 -1.399191  -0.029
O 1.699023 1.139590 -2.442900  0.038
H 2.023881 -0.806735 -3.458378  0.081
H 0.801746 -1.812412 -4.310800  0.084
H 1.611757 -0.476240 -5.159094  0.100
H -1.906861 0.450946 -3.774446  0.082
H -1.115690 0.415745 -5.379334  0.098
H -1.366985 -1.099677 -4.480283  0.089
H -1.409584 1.494343 -2.115732  0.135
H -0.438120 2.845269 -4.536306  0.116
H -1.991408 3.059591 -3.701608  0.112
H 0.395875 4.822710 -3.630360  0.109
H -1.277129 5.193518 -3.150380  0.105
H 0.912946 4.735709 -1.366093  0.110
H -0.810166 4.745755 -0.921317  0.103
H 0.301154 2.443181 -0.541330  0.090

Forces on atoms 1 to 2 (eV/Å):
-0.35 0.07 0.02
0.32 -0.48 -0.20

Computed properties:
- ΔE to the lowest compared entry with this formula, charge and spin: 0.0 kcal/mol
- Charge: +1
- LUMO: -3.810 eV
- Multiplicity: 1

***

# C28H35N5P2Pt

C28H35N5P2Pt as an isolated structure in a non-equilibrium geometry (wB97M-V/def2-TZVPD, the OMol25 dataset).

Each line ends with the Löwdin charge.
Atoms and positions in Å:
Pt -0.517438 -1.821009 -5.590792  0.674
C -1.028813 1.937558 -1.143720  -0.104
C -1.393044 2.017985 -2.430004  -0.091
C -0.717568 2.732193 -3.575348  -0.198
C 0.484021 1.975701 -4.183967  -0.195
C 1.788775 2.090877 -3.442288  -0.113
C 2.018024 2.568729 -2.216316  -0.105
C 1.122259 3.381597 -1.327465  -0.217
C 0.076646 2.682840 -0.437172  -0.193
C 0.841471 -2.455426 -4.171649  -0.384
H -1.603304 1.299219 -0.463287  0.101
H -2.231015 1.388983 -2.758726  0.102
H -0.378705 3.745263 -3.348005  0.098
H -1.458557 2.831128 -4.378100  0.069
H 0.188484 0.911071 -4.351677  0.080
H 0.685020 2.394478 -5.190074  0.109
H 2.632214 1.776446 -4.062662  0.077
H 3.005168 2.396928 -1.756521  0.101
H 0.672858 4.194845 -1.909087  0.099
H 1.809486 3.867446 -0.612275  0.106
H 0.581202 1.999256 0.256339  0.109
H -0.344134 3.484588 0.200155  0.115
H 0.744781 -1.591320 -3.480587  -0.015
H 1.871425 -2.585582 -4.550078  -0.054
H 0.357067 -3.361295 -3.736373  -0.018
P 1.188122 -1.417193 -7.019806  0.775
P -1.934113 -0.889931 -6.989464  0.791
N 2.637804 -0.260023 -6.921871  -0.146
N 1.997163 -2.710859 -7.832437  -0.228
N -2.016769 0.935675 -7.285106  -0.190
N -3.614878 -1.241387 -7.101956  -0.228
C 0.258960 -0.774835 -8.447021  -0.453
C -1.149195 -1.389041 -8.574046  -0.354
C 3.641980 -0.186233 -5.945347  -0.048
C 4.669236 0.625010 -6.411445  -0.028
C 4.306777 1.049978 -7.732156  -0.028
C 3.087866 0.462147 -8.029140  -0.069
C 2.286929 -3.980562 -7.344505  -0.069
C 2.894148 -4.726019 -8.362133  -0.051
C 2.987460 -3.876937 -9.512747  -0.061
C 2.480920 -2.641181 -9.148169  -0.108
C -2.625880 1.944956 -6.507714  -0.134
C -2.687774 3.118198 -7.261864  -0.089
C -2.114160 2.834044 -8.538254  -0.096
C -1.742661 1.506853 -8.540988  -0.185
C -4.416502 -0.553944 -8.042869  -0.140
C -5.403564 -1.387799 -8.503941  -0.095
C -5.292454 -2.630259 -7.790565  -0.086
C -4.216901 -2.515109 -6.924299  -0.114
H 0.812514 -0.859017 -9.379141  0.057
H 0.230196 0.286876 -8.174648  0.044
H -1.707296 -1.045812 -9.461829  0.085
H -1.148703 -2.492684 -8.580904  0.087
H 3.524235 -0.708161 -5.004732  0.124
H 5.570733 0.896424 -5.877732  0.111
H 4.864877 1.710617 -8.384721  0.109
H 2.492575 0.526316 -8.929800  0.114
H 2.040036 -4.224318 -6.321911  0.108
H 3.246529 -5.745473 -8.296083  0.100
H 3.378347 -4.133067 -10.492149  0.103
H 2.391994 -1.738371 -9.734527  0.089
H -2.935443 1.759042 -5.487132  0.104
H -3.087836 4.070465 -6.951275  0.092
H -1.966289 3.482496 -9.388567  0.091
H -1.246928 0.944702 -9.321275  0.088
H -4.172316 0.470452 -8.301239  0.098
H -6.108251 -1.120751 -9.288657  0.095
H -5.931576 -3.496811 -7.942092  0.095
H -3.827893 -3.201633 -6.176207  0.081
N -2.608087 -3.317294 -3.744250  -0.032
C -1.884457 -2.650249 -4.383804  -0.559

Forces on atoms 1 to 2 (eV/Å):
0.78 0.04 1.25
-0.18 0.29 -0.04

Computed properties:
- ΔE to the lowest compared entry with this formula, charge and spin: 23.2 kcal/mol
- Charge: 0
- LUMO (alpha / beta): 0.051 / -4.923 eV
- Multiplicity: 3

***

# C28H36Br2Cl2MoNO4P

C28H36Br2Cl2MoNO4P as an isolated structure in a non-equilibrium geometry (wB97M-V/def2-TZVPD, the OMol25 dataset).

Each line ends with the Löwdin charge.
Atoms and positions in Å:
Mo -0.311747 -0.175723 0.215440  1.624
O 3.725277 -0.382945 0.619274  0.139
C 2.586696 -0.117657 0.957425  -0.582
O 1.519897 -0.757227 0.412691  -0.271
C 2.316342 1.170349 1.776484  -0.191
P 0.697745 1.860224 1.188168  1.013
C 1.111165 3.077855 -0.070797  -0.371
C 0.387590 4.278076 -0.229604  -0.062
C 0.737977 5.177128 -1.241508  -0.056
C 1.784666 4.913456 -2.085521  -0.048
C 2.466666 3.685062 -1.981860  -0.080
C 2.147353 2.790338 -0.971854  -0.112
C -0.040055 2.838995 2.541969  -0.380
C 0.802959 3.901657 2.965541  -0.062
C 0.230997 4.953950 3.759489  -0.030
C -1.072296 4.878827 4.203304  -0.053
C -1.880775 3.807659 3.824142  -0.042
C -1.364833 2.793194 2.967773  -0.091
H 3.163842 1.865619 1.648843  0.122
H 2.350328 1.088023 2.865980  0.112
H -0.460362 4.497757 0.455108  0.123
H 0.239635 6.144183 -1.322443  0.125
H 2.236700 5.699592 -2.693650  0.131
H 3.297809 3.431142 -2.682799  0.109
H 2.736246 1.886755 -0.850838  0.101
H 1.847413 3.972399 2.674432  0.115
H 0.863620 5.773115 3.992355  0.107
H -1.483312 5.676780 4.797437  0.119
H -2.922879 3.716787 4.197201  0.128
H -2.020011 1.928390 2.732783  0.105
Br 3.418360 0.791023 -4.351377  0.575
C 1.506722 0.546119 -3.792623  -0.982
Br 0.309895 2.030640 -4.327595  0.566
H 1.565694 0.425542 -2.694023  -0.034
H 1.214192 -0.308434 -4.380110  -0.025
O -1.140559 -2.922932 -4.851560  -0.052
C -1.652982 -3.878208 -3.889996  -0.236
C -0.779222 -4.045773 -2.647426  -0.150
C -0.558831 -2.713164 -1.896288  -0.150
C -1.761392 -1.818946 -1.753909  -0.242
C -3.088605 -2.273783 -1.768804  0.004
C -4.124350 -1.362414 -1.776348  0.013
C -3.844724 -0.000591 -1.692586  -0.006
C -2.519888 0.430781 -1.652155  -0.105
N -1.508348 -0.475030 -1.542462  -0.092
H -1.659293 -2.104716 -4.708418  0.091
H -1.575325 -4.863997 -4.352933  0.130
H -2.702818 -3.617320 -3.668750  0.103
H 0.210032 -4.433861 -2.892230  0.120
H -1.253578 -4.720377 -1.955208  0.116
H 0.267391 -2.140545 -2.416837  0.128
H -0.068384 -3.032821 -0.923821  0.106
H -3.266113 -3.366492 -1.811609  0.144
H -5.132329 -1.764785 -1.850546  0.140
H -4.602076 0.770302 -1.736654  0.127
H -2.310519 1.482523 -1.764423  0.116
Cl 4.242808 -5.157913 0.748943  0.521
C 4.722447 -4.243359 -0.671758  -1.033
Cl 3.470446 -4.163806 -1.926707  0.472
H 5.571617 -4.677943 -1.202713  0.034
H 4.900364 -3.187890 -0.378727  0.026
C -2.301070 -2.072266 3.357542  -0.017
C -1.029292 -1.909284 2.502142  -0.641
C 0.029670 -1.224836 3.390191  -0.028
C -0.588594 -3.254561 1.949593  -0.014
O -1.374288 -0.869222 1.535528  -0.323
H -2.026958 -2.749569 4.203882  0.121
H -3.061735 -2.547865 2.773442  0.079
H -2.612321 -1.070213 3.748631  0.106
H 0.365361 -1.835569 4.253834  0.120
H -0.446192 -0.345690 3.826228  0.085
H 0.918935 -0.900726 2.844347  0.051
H -0.015131 -3.791969 2.762340  0.128
H 0.060074 -3.119530 1.048216  0.062
H -1.463715 -3.884257 1.668771  0.104

Forces on atoms 1 to 2 (eV/Å):
-0.24 -1.44 0.37
-2.35 -0.18 0.84

Computed properties:
- ΔE to the lowest compared entry with this formula, charge and spin: 34.2 kcal/mol
- Charge: +2
- LUMO (alpha / beta): -7.896 / -8.152 eV
- Multiplicity: 3